Entry 1:
Density functional theory data (wB97M-V/def2-TZVPD) for a cluster of 2 separate species, C23H32BrF8N2O5S in total.

```
! RIJCOSX wB97M-V def2-TZVPD def2/J DEFGRID3
* xyz 1 1
C 4.414 -0.002 -1.028
C 3.887 1.154 -1.590
N 2.740 2.000 -1.168
C 3.331 3.380 -0.886
F 3.946 3.951 -2.060
C 4.487 3.422 0.196
C 5.073 4.944 0.157
C 1.817 2.034 -2.401
Br 2.003 0.384 -3.543
C 0.254 2.070 -2.022
O -0.014 0.741 -1.520
C 0.695 0.576 -0.267
S 0.967 -1.238 -0.066
O 1.573 -1.635 1.269
O 1.856 -1.872 -1.099
C -0.661 -2.215 -0.058
F -1.418 -1.822 1.049
F -0.232 -3.533 0.243
C -1.425 -2.310 -1.435
F -2.174 -3.523 -1.378
F -0.602 -2.486 -2.568
C -2.481 -1.173 -1.799
F -2.685 -0.182 -0.855
F -2.102 -0.605 -3.038
F -3.732 -1.771 -2.062
C 1.921 1.563 0.001
O 2.627 1.113 1.148
C 2.214 1.727 2.383
C 0.925 1.112 3.102
N 0.049 2.265 3.489
C -1.350 2.118 2.996
C -2.321 3.108 3.813
C -3.640 3.283 2.884
O -1.706 4.372 4.132
H 3.962 -0.561 -0.136
H 5.325 -0.515 -1.490
H 4.469 1.542 -2.498
H 2.534 4.138 -0.582
H 5.383 2.761 -0.008
H 4.169 3.267 1.270
H 5.749 5.126 -0.734
H 4.148 5.623 0.070
H 5.634 5.163 1.132
H 2.005 2.889 -3.107
H -0.047 2.912 -1.318
H -0.305 2.232 -3.001
H -0.094 0.856 0.529
H 1.418 2.538 0.370
H 3.088 1.570 3.115
H 2.105 2.874 2.339
H 1.262 0.641 4.096
H 0.396 0.283 2.539
H 0.032 2.296 4.523
H -1.681 1.044 3.243
H -1.341 2.318 1.877
H -2.670 2.587 4.762
H -4.486 3.771 3.460
H -3.348 3.875 1.953
H -3.892 2.228 2.515
H -2.372 4.862 4.666
C -5.176 -6.697 -1.408
C -4.037 -5.960 -1.716
C -3.004 -6.546 -2.441
C -3.114 -7.866 -2.865
C -4.254 -8.602 -2.560
C -5.284 -8.019 -1.829
H -5.980 -6.242 -0.841
H -3.955 -4.930 -1.391
H -2.113 -5.973 -2.675
H -2.310 -8.321 -3.434
H -4.340 -9.631 -2.893
H -6.170 -8.595 -1.586
*
```

Summary:
HOMO energy in eV: -10.6
HOMO-LUMO gap in eV: 7.424
M in g/mol: 680.473



Entry 2:
Density functional theory data (wB97M-V/def2-TZVPD) for a cluster of 2 separate species, CH4N3O2 in total.

```
! RIJCOSX wB97M-V def2-TZVPD def2/J DEFGRID3
* xyz -1 1
C 1.646 -0.010 -0.213
N -1.562 -1.012 -0.219
N 0.847 -0.709 0.647
N -2.021 0.081 0.082
O -1.388 1.003 0.678
O -3.223 0.228 -0.269
H 1.919 -0.718 -1.085
H 1.157 0.914 -0.649
H 2.571 0.225 0.171
H 0.055 -0.001 0.855
*
```

Summary:
ΔE to the lowest compared entry with this formula, charge and spin in eV: 5.447
HOMO energy (spin up / spin down) in eV: -4.4 / -4.3
HOMO-LUMO gap (spin up / spin down) in eV: 8.701 / 8.533
M in g/mol: 90.062



Entry 3:
Density functional theory data (wB97M-V/def2-TZVPD) for a cluster of 8 separate species, C5H26N2O8 in total.

```
! RIJCOSX wB97M-V def2-TZVPD def2/J DEFGRID3
* xyz 0 1
C 3.442 1.733 0.696
C 3.192 0.844 -0.583
C 2.181 1.361 -1.576
C 0.766 1.503 -0.973
N 0.409 0.545 0.066
C -0.253 1.360 -2.172
N -1.299 2.220 -2.210
O -0.115 0.513 -3.036
H 4.470 2.056 0.759
H 2.795 2.610 0.808
H 3.141 1.140 1.551
H 2.966 -0.186 -0.296
H 4.204 0.633 -0.956
H 2.066 0.610 -2.392
H 2.517 2.285 -2.070
H 0.653 2.542 -0.667
H 0.579 -0.404 -0.254
H -0.586 0.495 0.251
H -1.996 2.086 -2.925
H -1.533 2.847 -1.460
O -2.693 -1.954 0.866
H -2.559 -1.013 0.681
H -2.499 -2.317 -0.006
O -1.310 -1.223 -1.430
H -1.034 -2.149 -1.533
H -1.624 -0.876 -2.259
O -2.452 2.826 1.761
H -2.229 1.884 1.812
H -2.002 3.146 2.542
O -1.633 -0.172 2.680
H -0.897 -0.696 3.031
H -2.371 -0.586 3.139
O -0.563 -3.824 -0.735
H 0.148 -4.449 -0.886
H -0.204 -3.243 -0.030
O 1.261 -0.410 2.631
H 1.370 -0.148 1.695
H 2.093 -0.807 2.917
O 0.198 -3.297 1.820
H 0.305 -2.348 2.000
H -0.696 -3.341 2.193
*
```

Summary:
SMILES: CCC[C@H](N)C(N)=O.O.O.O.O.O.O.O
ΔE to the lowest compared entry with this formula, charge and spin in eV: 1.071
HOMO energy in eV: -9.3
HOMO-LUMO gap in eV: 9.675
M in g/mol: 242.269



Which of these has the lowest M? CH4N3O2